# 1
Here is the molecule C14H12O3S from OMol25. Energies are from ωB97M-V/def2-TZVPD.

Each line ends with the Mulliken charge.
Geometry (Å):
C (3.6635, 0.8383, -1.1685)  -1.492
C (2.9846, 1.2412, 0.1410)  0.209
C (3.8281, 0.8340, 1.3332)  0.293
O (4.5116, -0.1498, 1.4070)  -0.561
O (3.6948, 1.7013, 2.3433)  -0.470
C (1.6428, 0.5597, 0.2939)  0.633
C (0.4740, 1.3080, 0.3390)  -0.577
C (-0.7579, 0.6883, 0.4372)  -0.752
C (-0.8375, -0.6989, 0.5061)  0.655
C (-2.1349, -1.4154, 0.6202)  0.245
O (-2.2926, -2.3466, 1.3872)  -0.591
C (-3.2125, -0.9814, -0.2680)  0.045
C (-4.5126, -1.4232, -0.2220)  -0.558
C (-5.3144, -0.8856, -1.2405)  -0.460
C (-4.6171, -0.0532, -2.0641)  -0.418
S (-2.9750, 0.0999, -1.6065)  0.009
C (0.3371, -1.4476, 0.5096)  -1.157
C (1.5634, -0.8256, 0.3917)  -0.068
H (3.9309, -0.2142, -1.1421)  0.294
H (2.9912, 1.0125, -2.0048)  0.410
H (4.5705, 1.4193, -1.3173)  0.411
H (2.8421, 2.3241, 0.1823)  0.535
H (4.2014, 1.4067, 3.1170)  0.354
H (0.5257, 2.3861, 0.2949)  0.342
H (-1.6534, 1.2889, 0.4941)  0.546
H (-4.8556, -2.1083, 0.5320)  0.482
H (-6.3592, -1.1073, -1.3639)  0.406
H (-4.9766, 0.4851, -2.9191)  0.420
H (0.2697, -2.5217, 0.5954)  0.429
H (2.4680, -1.4145, 0.3918)  0.387

Atoms 1-3, force components in eV/Å:
0.00 0.09 0.17
0.10 -0.09 -0.06
0.17 0.01 -0.02

The SMILES is C[C@H](C(=O)O)c1ccc(C(=O)c2cccs2)cc1. Its HOMO energy is -9.3 eV. The HOMO-LUMO gap is 9.225 eV.



# 2
Here is a cluster of 2 separate species, C2HClN2O in total at a distorted geometry from OMol25. Energies are from ωB97M-V/def2-TZVPD.

Each line ends with the Mulliken charge.
Geometry (Å):
C (-0.1577, 0.8691, -1.1684)  0.614
C (2.4727, 1.6895, 0.3043)  0.340
N (-0.1848, 1.9977, -1.4140)  -0.468
N (0.0794, -0.2645, -0.7015)  -0.486
O (3.1246, 1.5025, 1.2363)  -0.272
Cl (1.9995, 2.8402, -0.7712)  0.020
H (0.3362, -0.9240, -1.4042)  0.251

Atoms 1-3, force components in eV/Å:
0.46 -1.56 0.51
-0.83 -1.85 -0.17
-1.67 3.01 -1.36

Its HOMO energy (alpha / beta) is -10.3 / -8.4 eV. The HOMO-LUMO gap (alpha / beta) is 9.574 / 6.060 eV.



# 3
Here is a structure of composition C14H40B3F6Mg2NO10S2 at a distorted geometry from OMol25. Energies are from ωB97M-V/def2-TZVPD.

Each line ends with the Mulliken charge.
Geometry (Å):
Mg (-4.5158, -14.7743, 18.4226)  1.103
Mg (-2.4928, -12.5262, 21.3222)  -1.005
C (-6.2121, -17.5416, 15.7772)  0.684
F (-7.3368, -18.0676, 15.2063)  -0.229
F (-5.2996, -18.4756, 15.9685)  -0.185
F (-5.7980, -16.6604, 14.8608)  -0.224
S (-6.6632, -16.6273, 17.4113)  0.648
O (-7.0963, -15.3142, 16.9176)  -0.581
O (-7.7193, -17.4781, 17.9365)  -0.535
N (-5.1817, -16.5028, 18.4037)  -0.477
S (-4.8716, -18.0143, 18.8848)  0.723
O (-5.7371, -19.1689, 18.5346)  -0.519
O (-3.4802, -18.1903, 18.6383)  -0.622
C (-5.1254, -17.9013, 20.8758)  0.675
F (-6.2682, -17.3566, 21.2321)  -0.236
F (-4.9929, -19.0831, 21.4618)  -0.211
F (-4.1381, -17.0529, 21.3192)  -0.230
B (-3.5883, -10.8627, 21.4158)  2.184
H (-4.1506, -11.7834, 21.3975)  -0.218
H (-4.1214, -10.0364, 21.8599)  -0.194
H (-2.6722, -10.9944, 21.9704)  -0.706
H (-3.3814, -10.6848, 20.3718)  -0.449
B (-2.1437, -13.6728, 22.9413)  0.893
H (-3.1481, -13.8724, 22.6014)  -0.396
H (-1.4095, -13.5418, 22.1615)  -0.325
H (-2.1824, -12.7349, 23.4733)  -0.563
H (-1.8698, -14.4667, 23.6189)  -0.259
B (-3.2280, -13.8258, 19.8240)  3.217
H (-3.3825, -14.8862, 19.6985)  -0.516
H (-3.5834, -13.3464, 18.9250)  -0.954
H (-3.8750, -13.4996, 20.6235)  -0.211
H (-2.1926, -13.5991, 20.0262)  0.414
C (-1.0157, -11.3451, 18.9481)  -0.775
O (-0.8848, -11.7347, 20.3701)  0.141
C (0.4238, -11.4338, 20.9657)  -1.035
C (0.2683, -10.4136, 21.9800)  -0.731
O (-0.4286, -11.0469, 23.1200)  -0.065
C (-0.6296, -10.0256, 24.0739)  -0.551
C (-1.6470, -10.5066, 25.0651)  -0.642
O (-1.3528, -11.7778, 25.5903)  -0.301
C (-0.4352, -11.6254, 26.5787)  -0.934
H (-0.1500, -11.8767, 18.5531)  0.378
H (-0.7893, -10.2815, 18.8737)  0.363
H (-1.9603, -11.6068, 18.4713)  -0.043
H (1.2908, -11.3446, 20.3111)  0.559
H (0.5424, -12.3340, 21.5689)  0.374
H (-0.3970, -9.6255, 21.6272)  0.326
H (1.1697, -9.8210, 22.1367)  0.525
H (-0.8596, -9.0525, 23.6400)  0.389
H (0.3171, -9.8224, 24.5744)  0.412
H (-2.5650, -10.6994, 24.5098)  0.163
H (-1.9687, -9.8275, 25.8547)  0.489
H (0.1861, -10.7308, 26.5384)  0.372
H (0.3826, -12.3260, 26.4097)  0.327
H (-0.8538, -11.7065, 27.5819)  0.281
C (-1.7772, -15.8070, 17.5338)  -0.966
O (-3.0447, -15.1718, 17.1250)  -0.243
C (-3.1827, -14.7580, 15.7706)  -0.557
C (-3.8615, -13.3491, 15.9784)  -0.662
O (-4.8666, -13.5867, 16.8963)  -0.729
C (-5.3583, -12.4206, 17.4016)  -0.509
C (-6.4952, -12.7144, 18.3511)  -0.977
O (-6.0214, -13.7481, 19.3247)  0.212
C (-6.9426, -13.9926, 20.4461)  -1.025
H (-1.7820, -16.0116, 18.6044)  0.242
H (-0.8808, -15.2198, 17.3344)  0.374
H (-1.5653, -16.6726, 16.9060)  0.309
H (-3.7805, -15.4483, 15.1755)  0.228
H (-2.2610, -14.4109, 15.3036)  0.512
H (-4.4492, -12.9573, 15.1482)  0.439
H (-3.1255, -12.6239, 16.3256)  0.239
H (-5.6321, -11.6831, 16.6472)  0.624
H (-4.6440, -11.7855, 17.9255)  -0.096
H (-7.2611, -13.0535, 17.6537)  0.329
H (-6.8175, -11.8328, 18.9052)  0.701
H (-7.9449, -13.6172, 20.2398)  0.382
H (-6.5046, -13.4086, 21.2556)  0.278
H (-6.9613, -15.0330, 20.7705)  0.180

Atoms 1-3, force components in eV/Å:
-0.18 1.11 -0.11
0.80 0.35 0.72
-0.98 -0.08 -0.81

Its HOMO energy is -9.0 eV. The HOMO-LUMO gap is 8.738 eV.



# 4
Here is a cluster of 2 separate species, C17H13Cl3N2O2 in total at a distorted geometry from OMol25. Energies are from ωB97M-V/def2-TZVPD.

Each line ends with the Mulliken charge.
Geometry (Å):
C (0.8875, 4.6362, -0.4856)  -1.147
C (1.6790, 3.6679, 0.3571)  0.674
C (1.0140, 3.1092, 1.6426)  -0.353
N (1.9409, 2.2924, 2.5346)  0.121
C (2.8722, 1.4632, 2.0153)  0.159
C (3.5864, 0.5753, 2.8047)  -0.783
C (3.3192, 0.5081, 4.1624)  -0.057
C (2.3485, 1.3621, 4.6929)  -0.677
C (1.6916, 2.2548, 3.8693)  0.078
O (2.8001, 3.3286, -0.0018)  -0.528
H (-0.1573, 4.6376, -0.1932)  0.365
H (1.2300, 5.6873, -0.4321)  0.328
H (1.0054, 4.3377, -1.5468)  0.342
H (0.6392, 4.0080, 2.1586)  0.377
H (3.0411, 1.5734, 0.9513)  0.539
H (4.3148, -0.0668, 2.3268)  0.406
H (3.8341, -0.1976, 4.8051)  0.418
H (2.0390, 1.2867, 5.7310)  0.378
H (0.8908, 2.9088, 4.2181)  0.367
Cl (-0.3226, 2.0584, 1.2288)  -0.016
C (-1.5339, -0.6705, -2.7484)  -0.280
Cl (-0.7644, 0.7777, -3.2154)  -0.237
C (-0.6418, -1.8043, -2.3406)  0.428
O (0.5145, -1.6727, -1.9541)  -0.713
C (-1.4221, -3.1224, -2.3128)  -0.032
C (-2.8438, -3.0794, -2.1733)  0.669
C (-3.5572, -4.2834, -2.3781)  -0.522
C (-2.8675, -5.4046, -2.7759)  -0.450
C (-1.4563, -5.3528, -2.7998)  -0.222
N (-0.7588, -4.2680, -2.4814)  -0.560
C (-3.4477, -1.8187, -1.8652)  0.273
Cl (-5.0347, -1.7187, -1.1873)  -0.311
C (-2.7545, -0.6186, -2.0961)  -0.422
H (-4.6504, -4.2605, -2.3444)  0.315
H (-3.3664, -6.2776, -3.1922)  0.342
H (-0.9119, -6.2373, -3.1359)  0.366
H (-3.1570, 0.3804, -1.8381)  0.364

Atoms 1-3, force components in eV/Å:
-0.30 0.12 -0.24
2.01 -0.20 -1.33
0.77 0.02 0.07

Its HOMO energy is -4.8 eV. The HOMO-LUMO gap is 2.083 eV.



# 5
Here is a structure of composition C34H26Cl2N4O5S4Zr at a distorted geometry from OMol25. Energies are from ωB97M-V/def2-TZVPD.

Each line ends with the Mulliken charge.
Geometry (Å):
Zr (1.2549, -0.1221, 0.6218)  -0.561
O (4.2584, -6.3879, 0.1325)  -0.582
C (3.6852, -5.3383, 0.0963)  0.578
S (4.3760, -3.8581, -0.5775)  -0.142
C (2.9645, -2.8242, -0.3451)  0.160
C (1.8993, -3.3750, 0.2829)  0.319
S (0.4067, -2.5415, 0.6143)  -0.545
S (2.0524, -5.0789, 0.7303)  -0.153
S (3.0219, -1.2029, -0.9544)  -0.486
C (-2.3581, -3.3189, -2.9407)  -0.983
O (-2.3630, -2.0255, -2.3781)  -0.261
C (-3.3162, -1.1383, -2.7736)  1.204
C (-4.1947, -1.3328, -3.8351)  -0.880
C (-5.1474, -0.3785, -4.1502)  -0.712
C (-5.2527, 0.7838, -3.4077)  -0.815
C (-4.3816, 0.9941, -2.3549)  -0.751
C (-3.4190, 0.0491, -2.0300)  0.138
N (-2.6335, 0.2967, -0.8826)  0.433
C (-1.2964, 0.3000, -0.7048)  -0.353
N (-0.4261, -0.0707, -1.7013)  0.402
C (0.6123, 0.8807, -2.0262)  0.601
C (1.4608, 1.3540, -1.0168)  -0.124
C (2.3924, 2.3204, -1.4175)  -0.621
C (2.4547, 2.7714, -2.7272)  -1.197
C (1.6135, 2.2613, -3.7057)  -0.534
C (0.6753, 1.2982, -3.3619)  0.720
O (-0.2272, 0.7133, -4.2220)  -0.285
C (0.0834, 0.7036, -5.5959)  -0.982
N (-0.7255, 0.7303, 0.3881)  0.708
C (-1.3135, 1.4992, 1.4055)  0.110
C (-0.6609, 2.7019, 1.7036)  -0.483
C (-1.1483, 3.5609, 2.6693)  -1.047
C (-2.2887, 3.2177, 3.3799)  -0.521
C (-2.9191, 2.0144, 3.1336)  -0.994
C (-2.4426, 1.1446, 2.1581)  0.973
O (-3.1385, -0.0242, 1.9587)  -0.569
C (-2.3820, -1.2341, 1.9418)  -0.202
H (-1.5244, -3.8346, -2.4712)  0.234
H (-2.2094, -3.2946, -4.0227)  0.366
H (-3.2847, -3.8512, -2.7147)  0.349
H (-4.1433, -2.2345, -4.4245)  0.419
H (-5.8160, -0.5543, -4.9796)  0.416
H (-6.0007, 1.5229, -3.6474)  0.398
H (-4.4342, 1.9013, -1.7708)  0.514
H (-3.1742, 0.5482, -0.0617)  0.442
H (-0.8612, -0.4391, -2.5429)  0.487
H (3.0929, 2.7218, -0.6878)  0.453
H (3.1748, 3.5301, -3.0017)  0.412
H (1.6908, 2.6333, -4.7158)  0.372
H (-0.6454, 0.0342, -6.0508)  0.257
H (1.0920, 0.3137, -5.7692)  0.431
H (-0.0090, 1.6954, -6.0477)  0.323
H (0.2311, 2.9456, 1.1303)  0.441
H (-0.6537, 4.5006, 2.8650)  0.449
H (-2.6755, 3.8831, 4.1361)  0.421
H (-3.7963, 1.7232, 3.6899)  0.462
H (-2.9569, -1.9599, 2.5172)  0.371
H (-1.3997, -1.1013, 2.4045)  0.013
H (-2.2558, -1.6047, 0.9183)  -0.008
Cl (-0.6998, 0.1109, 5.1402)  -0.193
C (0.9961, 0.1357, 4.8415)  0.491
C (1.9028, 0.1795, 5.8999)  -0.733
C (3.2571, 0.1909, 5.6595)  0.772
Cl (4.3499, 0.2168, 6.9959)  -0.263
C (3.7654, 0.1519, 4.3425)  -0.322
C (5.1274, 0.0805, 3.9918)  -0.726
C (5.4766, -0.0033, 2.6677)  -1.177
C (4.4823, 0.0316, 1.6770)  -0.119
N (3.1949, 0.0941, 1.9626)  0.132
C (2.8314, 0.1274, 3.2718)  0.772
C (1.4229, 0.1008, 3.5132)  -0.943
O (0.6204, 0.0164, 2.5002)  0.795
H (1.5296, 0.1792, 6.9120)  0.493
H (5.8773, 0.0823, 4.7666)  0.440
H (6.5105, -0.1017, 2.3764)  0.419
H (4.7374, -0.0160, 0.6209)  0.575

Atoms 1-3, force components in eV/Å:
1.21 -1.77 -1.42
0.17 -0.36 0.05
-0.18 0.37 -0.02

Its HOMO energy is -6.8 eV. The HOMO-LUMO gap is 5.967 eV.



# 6
Here is the molecule C9H9N3O at a distorted geometry from OMol25. Energies are from ωB97M-V/def2-TZVPD.

Each line ends with the Mulliken charge.
Geometry (Å):
H (2.9963, -2.9601, -0.0928)  0.184
N (2.9250, -1.9988, 0.0509)  -0.620
C (3.4664, -1.1011, -0.6154)  0.052
N (3.6120, 0.1640, -0.1485)  -0.394
C (2.9194, 1.0587, 0.4298)  -0.304
C (1.3568, 1.1884, 0.3085)  0.694
O (0.8665, 2.2894, 0.4131)  -0.588
N (0.6044, 0.0698, 0.0756)  0.006
C (-0.8367, 0.1611, 0.0809)  0.097
C (-1.6148, 1.2531, -0.4012)  -0.097
C (-2.9447, 1.1595, -0.5381)  -0.543
C (-3.6305, 0.0705, -0.0557)  -0.290
C (-2.9713, -0.9218, 0.6407)  -0.673
C (-1.5971, -0.9389, 0.6320)  -0.260
H (4.0509, -1.2667, -1.5371)  0.359
H (3.4014, 1.9590, 0.7217)  0.410
H (1.2090, -0.7545, -0.0501)  0.203
H (-1.1248, 2.1701, -0.7250)  0.355
H (-3.3758, 2.0074, -1.1173)  0.273
H (-4.6495, -0.1053, -0.1127)  0.434
H (-3.5631, -1.7947, 0.8792)  0.306
H (-1.0999, -1.7090, 1.1617)  0.397

Atoms 1-3, force components in eV/Å:
0.46 -1.47 -1.18
-1.56 0.99 2.36
1.02 -0.29 -1.52

The SMILES is [H]/N=C/N=C\C(=O)Nc1ccccc1. Its HOMO energy is -8.7 eV. The HOMO-LUMO gap is 8.361 eV.